261
Properties=species:S:1:pos:R:3 method="wB97M-V/def2-TZVPD" s2=0.7619 total_charge=+4 homo_energy_ev="-15.72 / -15.72" homo_lumo_gap_ev="8.4 / 3.0" multiplicity=2
C 6.97412 11.03531 29.77091
C 5.66789 10.81621 29.03193
C 4.73618 9.98888 29.90281
N 3.54318 9.34055 29.14001
C 4.03498 8.05812 28.37237
C 2.45117 8.83425 30.15167
C 1.17275 9.46488 29.69099
C 1.35759 9.70638 28.22897
C 2.74510 10.21455 28.11662
H 6.79617 11.33699 30.80310
H 7.54802 11.74863 29.17936
H 7.60287 10.14927 29.68310
H 5.81946 10.36539 28.05118
H 5.28939 11.83710 28.98066
H 4.18388 10.60463 30.61268
H 5.14791 9.10905 30.39726
H 4.90210 8.37539 27.79309
H 3.23221 7.79538 27.68345
H 4.18292 7.18076 29.00202
H 2.22303 7.76841 30.15777
H 2.65190 9.22762 31.14821
H 0.21471 9.11559 30.07604
H 1.16271 10.45074 30.15583
H 1.18795 8.81586 27.62375
H 0.59460 10.41237 27.90109
H 3.14581 10.03814 27.11842
H 2.80006 11.23534 28.49488
C 1.35417 2.41522 16.86340
C 1.92753 3.38267 17.91402
C 1.84098 2.78262 19.32404
N 2.39367 3.68013 20.44953
C 1.51514 4.98444 20.46156
C 3.92457 4.05192 20.29771
C 4.50072 4.26815 21.66095
C 3.59267 3.49770 22.66800
C 2.44138 2.96987 21.83886
H 0.27991 2.37249 17.04292
H 1.62710 1.36036 16.83373
H 1.66546 2.85121 15.91413
H 1.31921 4.27855 17.78972
H 2.97603 3.54710 17.66559
H 2.52194 1.94113 19.19642
H 0.80571 2.51269 19.53251
H 2.03613 5.58882 21.20414
H 0.57919 4.65073 20.90960
H 1.56707 5.41685 19.46235
H 4.00220 4.97777 19.72773
H 4.48972 3.25579 19.81310
H 4.57004 5.32490 21.91900
H 5.52329 3.92356 21.81491
H 3.23780 3.93968 23.59903
H 4.11727 2.59251 22.97384
H 1.47012 3.12166 22.30972
H 2.48562 1.88615 21.73071
C 6.15760 8.73466 22.87981
C 6.14800 8.02744 24.23238
C 7.31821 6.93574 24.21678
N 7.18043 5.87783 25.37440
C 6.74270 6.43708 26.74281
C 8.52531 5.08216 25.46895
C 8.17289 3.73339 26.08855
C 6.72019 3.46245 25.79327
C 6.21133 4.67514 25.00628
H 5.76842 8.18426 22.02324
H 7.11534 9.16144 22.58201
H 5.54262 9.62507 23.01048
H 5.21659 7.47513 24.35695
H 6.26014 8.73344 25.05524
H 8.28736 7.37813 24.44731
H 7.30673 6.30446 23.32827
H 6.99134 5.66790 27.47401
H 5.69167 6.69992 26.62306
H 7.32734 7.35083 26.84935
H 9.28883 5.69032 25.95402
H 9.00462 4.93760 24.50073
H 8.38166 3.73502 27.15837
H 8.89277 3.13635 25.52870
H 6.10660 3.44866 26.69405
H 6.48668 2.52318 25.29194
H 5.15729 4.94156 25.08441
H 6.36304 4.50250 23.94077
C 7.45884 9.69562 33.65366
C 7.74851 8.76942 32.44595
C 7.94446 7.33321 32.98938
N 8.48161 6.26538 32.03927
C 9.97282 6.51877 31.74736
C 8.44413 4.84276 32.62843
C 8.30093 3.92346 31.37938
C 7.89011 4.74759 30.14497
C 7.61987 6.17211 30.75341
H 6.52681 9.40028 34.13553
H 7.28753 10.73798 33.38491
H 8.26024 9.68745 34.39244
H 8.64329 9.13337 31.94097
H 6.88973 8.59139 31.79871
H 6.97474 6.89269 33.22106
H 8.67788 7.28089 33.79403
H 10.02969 7.48029 31.23712
H 10.37880 5.68493 31.17465
H 10.48661 6.53118 32.70859
H 9.30746 4.71699 33.28183
H 7.53510 4.74919 33.22257
H 9.31746 3.57084 31.20497
H 7.66040 3.10717 31.71328
H 8.77908 4.83332 29.52007
H 7.08051 4.42109 29.49226
H 7.99427 6.98200 30.12732
H 6.60093 6.24160 31.13421
C 5.40576 -4.39203 24.24290
C 6.27171 -3.15967 24.53561
C 7.28467 -2.76229 23.48654
N 8.45123 -1.82742 23.88020
C 9.22946 -1.59476 22.55965
C 9.38664 -2.40593 24.89305
C 9.84129 -1.29674 25.85689
C 9.06792 -0.02977 25.54428
C 8.01614 -0.50564 24.51114
H 4.97343 -4.30422 23.24616
H 4.58149 -4.45000 24.95375
H 6.01674 -5.29131 24.32084
H 6.67541 -3.18511 25.54777
H 5.55905 -2.33770 24.60340
H 6.82569 -2.40967 22.56291
H 7.88568 -3.63940 23.24668
H 8.56920 -1.15730 21.81079
H 9.67250 -2.46957 22.08372
H 10.04843 -0.91196 22.78586
H 10.26531 -2.81996 24.39846
H 8.86794 -3.26906 25.31026
H 10.89259 -1.02139 25.77287
H 9.73017 -1.61363 26.89388
H 9.63427 0.76632 25.06096
H 8.54632 0.45392 26.37016
H 7.86634 0.30357 23.79642
H 7.06687 -0.71738 25.00323
C 12.90318 6.12491 16.81804
C 11.40627 6.13432 16.81612
C 10.84682 6.51345 18.20576
N 9.33305 6.60207 18.40905
C 8.79165 7.57839 17.36563
C 8.49234 5.28123 18.22945
C 7.21128 5.49640 18.91126
C 7.47811 6.51415 20.04920
C 8.91038 7.08385 19.84089
H 13.22549 5.51447 15.97449
H 13.38469 5.72595 17.71083
H 13.35685 7.11352 16.74785
H 11.08728 5.12076 16.57319
H 11.06247 6.80592 16.02945
H 11.21098 7.47064 18.57896
H 11.09404 5.72588 18.91760
H 7.77613 7.82041 17.67909
H 8.87237 6.95595 16.47448
H 9.30553 8.53912 17.33341
H 8.42869 5.11265 17.15446
H 9.11698 4.42980 18.49961
H 6.49917 5.86630 18.17358
H 6.89476 4.56305 19.37684
H 6.75040 7.32488 20.08498
H 7.48951 6.09354 21.05471
H 8.94964 8.17142 19.90208
H 9.63857 6.59638 20.48913
C 5.59710 12.07867 25.46377
C 5.25493 12.94303 24.19376
C 5.89552 14.29670 24.35794
N 5.54054 15.36337 23.24738
C 6.20038 14.99948 21.89963
C 5.90359 16.82346 23.64594
C 4.94579 17.75207 22.92524
C 3.85098 16.85859 22.28284
C 4.00477 15.55619 22.99194
H 5.59353 12.61042 26.41526
H 6.55494 11.59101 25.28251
H 4.85294 11.30003 25.63120
H 4.23936 13.00867 23.80337
H 5.71353 12.36858 23.38890
H 6.97907 14.18108 24.38341
H 5.59716 14.71992 25.31709
H 7.24917 14.78537 22.10531
H 6.08317 15.81247 21.18312
H 5.73175 14.13916 21.42179
H 6.96837 16.94265 23.44561
H 5.64189 16.77018 24.70272
H 5.44508 18.33276 22.14961
H 4.41906 18.42914 23.59773
H 3.91398 16.76228 21.19894
H 2.92695 17.38202 22.52841
H 3.74766 14.66186 22.42434
H 3.42965 15.55146 23.91785
C 10.81463 14.12162 21.20761
C 10.30875 13.23687 22.29399
C 10.51121 11.74898 21.95361
N 10.38593 10.74822 23.19040
C 9.05188 11.13317 23.85447
C 11.61815 10.84364 24.13336
C 12.53438 9.64317 23.99282
C 11.93826 8.81407 22.81478
C 10.47645 9.29636 22.68436
H 10.59572 15.17323 21.39286
H 10.28560 13.84110 20.29682
H 11.87358 13.98583 20.98788
H 9.24838 13.41592 22.47191
H 10.88663 13.40284 23.20316
H 11.54246 11.53578 21.67221
H 9.86171 11.39648 21.15237
H 9.05863 11.93336 24.59456
H 8.85444 10.22533 24.42452
H 8.24893 11.26718 23.12960
H 11.15188 10.98860 25.10789
H 12.11367 11.74439 23.77112
H 12.48039 9.05180 24.90686
H 13.59022 9.90381 23.91952
H 12.03220 7.75110 23.03693
H 12.49937 9.11773 21.93101
H 10.06442 8.60994 23.42406
H 10.03244 9.14320 21.70074
N 4.93540 -0.45151 29.43506
S 5.79122 -0.97023 28.36078
O 7.23516 -1.09534 28.53162
O 5.28395 -0.62271 27.04068
F 5.36456 -2.58062 28.49125
S 5.83977 0.96727 29.65639
O 6.38179 1.76169 28.55789
O 6.63024 0.90642 30.91396
F 4.60885 1.95712 30.09800
N 9.79532 8.24600 26.33755
S 9.49199 9.16654 27.39101
O 10.03412 10.54903 27.38259
O 9.19444 8.59712 28.69619
F 7.96334 9.45021 26.90396
S 11.21924 7.61823 27.11646
O 10.99496 6.55919 28.12561
O 12.24285 8.61671 27.40716
F 11.70859 6.72833 25.89974
N 3.35485 6.43615 25.37196
S 2.43613 5.27233 26.23490
O 2.27290 3.91262 25.71573
O 1.38967 5.79083 27.08135
F 3.64483 4.91740 27.32277
S 2.31178 7.08255 24.60563
O 2.03560 8.38270 25.15409
O 1.17658 6.32086 24.01576
F 3.22281 7.51178 23.33181
N 10.20732 3.73869 20.70488
S 8.99283 3.04600 21.66258
O 8.21120 3.96360 22.35563
O 9.25063 1.78319 22.33719
F 8.02561 2.65479 20.42924
S 10.95810 4.28919 21.89761
O 11.66748 3.37165 22.80555
O 10.45523 5.52579 22.51449
F 12.28668 4.86208 21.16475
N 6.66710 12.63104 19.24859
S 5.52635 11.71898 19.54373
O 5.51530 10.91061 20.76002
O 4.86023 11.17652 18.33103
F 4.46323 12.82657 20.01416
S 7.80707 11.46654 18.82433
O 7.83775 10.99369 17.43446
O 8.13782 10.46846 19.84504
F 9.08919 12.39776 18.73769